Entry 1:
The following is a DFT calculation (wB97M-V/def2-TZVPD) of C13H32IO2P2PtSi as an isolated structure at a distorted geometry.

CARTESIAN COORDINATES (ANGSTROEM)
C -0.24 -3.94 -1.05
C -0.20 -2.83 -0.04
H -0.29 -4.87 -0.47
H 0.70 -3.90 -1.65
H -1.13 -3.83 -1.70
O -0.21 -3.09 1.16
I -0.13 -0.79 -3.28
Pt -0.12 -0.83 -0.49
P -2.54 -0.45 -0.22
C -3.21 0.44 1.24
C -3.43 0.37 -1.59
H -4.51 0.33 -1.38
H -4.41 -1.97 0.13
H -3.20 -0.14 -2.53
H -3.15 -2.66 -0.95
H -2.86 1.49 1.26
H -3.13 1.42 -1.67
C -3.33 -2.08 -0.03
H -4.31 0.44 1.19
H -2.87 -2.60 0.82
H -2.89 -0.06 2.16
P 2.25 -0.57 -0.13
C 2.87 0.53 1.21
C 2.94 -2.17 0.39
H 2.85 -0.38 -2.47
H 4.29 -0.32 -1.39
H 3.25 1.11 -1.56
C 3.25 0.02 -1.53
H 2.81 -2.89 -0.43
H 4.01 -2.07 0.63
H 3.97 0.43 1.27
H 2.44 0.25 2.18
H 2.40 -2.52 1.28
H 2.64 1.58 0.98
C -0.16 -0.75 1.40
O -0.18 -0.47 2.54
C -2.06 3.68 -0.48
Si -0.30 3.03 -0.13
C 0.84 4.45 -0.64
C -0.04 2.81 1.72
C 0.05 1.45 -1.15
H -2.17 4.65 0.05
H -2.87 3.01 -0.13
H -2.21 3.88 -1.56
H 0.49 5.36 -0.13
H 1.88 4.25 -0.32
H 0.84 4.63 -1.72
H -0.57 1.96 2.15
H 1.03 2.70 1.93
H -0.39 3.73 2.21
H -0.67 1.49 -1.99
H 1.06 1.52 -1.61

Computed properties:
M: 632.41 g mol⁻¹
Energy relative to the best compared isomer or geometry (same formula, charge and spin): 0.657 eV
Strongest force on any atom: 10.14 eV/Å
Calculated total energy: -55865.210 eV
HOMO-LUMO gap (alpha / beta): 6.3 / 3.9 eV
Charge: +3
E_LUMO (alpha / beta): -10.876 / -15.014 eV
<S²>: 6.044
Spin multiplicity: 5


Entry 2:
The following is a DFT calculation (wB97M-V/def2-TZVPD) of C19H28FN3NbO6 as an isolated structure at a distorted geometry.

CARTESIAN COORDINATES (ANGSTROEM)
C -2.83 1.90 -4.95
C -2.44 2.65 -3.51
F -3.70 2.70 -2.73
C -1.20 1.86 -2.78
Nb -1.07 2.28 -0.50
C 0.54 3.90 -0.87
O -2.73 0.96 -0.30
C -0.97 2.75 1.72
C -0.55 1.51 2.70
C -0.79 0.01 2.11
N 0.27 -0.88 1.46
O -2.02 -0.55 2.23
H -2.16 0.92 -5.04
H -3.95 1.54 -4.96
H -2.60 2.63 -5.86
H -2.18 3.77 -3.80
H -1.39 0.70 -2.95
H -0.18 2.09 -3.34
H 0.15 0.95 -0.43
H -2.31 3.63 -0.72
H 1.41 3.86 -0.08
H 0.00 4.95 -0.71
H 0.99 3.86 -1.96
H -3.13 0.73 -1.19
H -0.14 3.59 1.86
H -2.02 3.17 2.06
H -1.24 1.60 3.67
H 0.56 1.63 3.12
H 1.11 -0.28 1.26
H -0.10 -1.26 0.56
C 7.05 0.56 0.55
C 6.40 -0.11 -0.49
C 5.05 0.13 -0.74
C 4.35 1.04 0.06
C 5.00 1.71 1.11
C 6.35 1.46 1.35
N 2.93 1.32 -0.21
O 2.39 0.69 -1.14
O 2.36 2.16 0.50
H 8.11 0.37 0.74
H 6.95 -0.81 -1.11
H 4.56 -0.40 -1.55
H 4.47 2.42 1.74
H 6.86 1.98 2.16
C -2.92 -3.18 0.90
C -4.01 -4.05 0.84
C -3.87 -5.37 1.27
C -2.63 -5.81 1.76
C -1.54 -4.93 1.82
C -1.69 -3.62 1.39
N -2.48 -7.19 2.24
O -3.47 -7.94 2.16
O -1.39 -7.53 2.71
H -3.04 -2.15 0.57
H -4.96 -3.71 0.45
H -4.72 -6.04 1.21
H -0.57 -5.26 2.20
H -0.85 -2.93 1.43

Computed properties:
M: 506.35 g mol⁻¹
Strongest force on any atom: 8.02 eV/Å
Calculated total energy: -41167.553 eV
HOMO-LUMO gap: 5.8 eV
Charge: -1
E_LUMO: 1.243 eV
Spin multiplicity: 1


Entry 3:
The following is a DFT calculation (wB97M-V/def2-TZVPD) of C8H17CdP2 as an isolated structure at a distorted geometry.

CARTESIAN COORDINATES (ANGSTROEM)
C 0.34 0.72 -2.00
C 0.10 -0.06 -3.10
C -0.22 -1.46 -3.09
C -0.34 -2.36 -1.99
C -0.20 -2.07 -0.67
Cd -0.11 -0.05 -0.11
P 0.15 2.48 0.76
H 0.67 1.75 -2.13
H 0.16 0.37 -4.11
H -0.40 -1.91 -4.10
H -0.22 -2.86 0.09
H -0.55 -3.40 -2.29
H -1.02 2.90 1.49
H 0.29 3.40 -0.34
H 1.29 2.71 1.62
C -1.53 -1.85 3.44
P -0.40 -0.79 2.46
C -0.49 0.72 3.52
C 1.20 -1.68 2.68
H -2.54 -1.40 3.42
H -1.13 -1.86 4.47
H -1.56 -2.86 3.01
H -0.53 0.41 4.57
H 0.32 1.42 3.32
H -1.43 1.21 3.27
H 1.32 -1.96 3.74
H 1.14 -2.58 2.06
H 2.04 -1.08 2.32

Computed properties:
M: 287.58 g mol⁻¹
Strongest force on any atom: 1.29 eV/Å
Calculated total energy: -31708.061 eV
HOMO-LUMO gap (alpha / beta): 4.0 / 4.0 eV
Charge: -1
E_LUMO (alpha / beta): 3.002 / 3.002 eV
Spin multiplicity: 1


Entry 4:
The following is a DFT calculation (wB97M-V/def2-TZVPD) of C16H21BCl3CrGeN9O as an isolated structure.

CARTESIAN COORDINATES (ANGSTROEM)
Cr 1.08 -0.47 0.36
C -2.64 -0.42 2.16
C -1.27 -0.57 2.23
N -0.75 -0.55 0.99
N -1.77 -0.39 0.11
C -2.92 -0.30 0.80
B -1.50 -0.28 -1.41
N -0.51 0.86 -1.68
C -0.49 1.87 -2.57
C 0.67 2.60 -2.40
C 1.34 1.98 -1.36
N 0.63 0.92 -0.92
N -0.57 -1.65 -1.74
C -0.84 -2.66 -2.62
C 0.18 -3.56 -2.55
C 1.09 -3.05 -1.56
N 0.56 -1.81 -1.15
N -2.72 -0.35 -2.22
C -3.74 -1.27 -2.13
C -4.67 -0.95 -3.07
C -4.15 0.21 -3.70
N -2.99 0.56 -3.20
H -3.35 -0.39 2.97
H -0.64 -0.69 3.10
H -3.85 -0.15 0.29
H -1.32 1.98 -3.25
H 0.98 3.47 -2.95
H 2.29 2.23 -0.91
H -1.75 -2.65 -3.20
H 0.30 -4.48 -3.11
H 2.17 -3.15 -1.63
H -3.73 -2.07 -1.41
H -5.59 -1.45 -3.29
H -4.58 0.79 -4.51
Cl 1.71 -5.87 0.20
Ge 0.76 -4.04 0.25
Cl -1.26 -3.93 0.73
Cl 1.86 -2.60 1.49
C 3.28 3.17 3.72
N 3.22 1.96 2.87
C 4.43 1.13 2.80
C 2.12 1.64 2.26
C 0.90 2.50 2.35
O 2.09 0.54 1.55
H 4.28 3.24 4.13
H 2.56 3.10 4.53
H 3.09 4.06 3.12
H 5.30 1.79 2.77
H 4.42 0.51 1.91
H 4.49 0.50 3.69
H 0.57 2.56 3.39
H 0.11 2.09 1.74
H 1.13 3.52 2.03

Computed properties:
M: 597.18 g mol⁻¹
Energy relative to the best compared isomer or geometry (same formula, charge and spin): 0.018 eV
Strongest force on any atom: 0.20 eV/Å
Calculated total energy: -155551.993 eV
HOMO-LUMO gap (alpha / beta): 6.1 / 5.9 eV
Charge: +3
E_LUMO (alpha / beta): -11.129 / -11.302 eV
<S²>: 3.780
Spin multiplicity: 4